No. 1
This record from the OMol25 dataset describes a molecular structure, C37H38CaCl5N3O7P2. The level of theory is ωB97M-V/def2-TZVPD.

Geometry as XYZ:
```
93
Properties=species:S:1:pos:R:3
Ca 0.784 0.743 0.033
C -2.473 3.785 -1.214
C -3.332 2.535 -1.048
C -4.772 2.873 -0.644
P -2.429 1.185 -0.131
C -3.836 -0.024 0.047
C -3.564 -1.155 1.026
C -4.202 -0.576 -1.329
C -2.146 1.730 1.597
C -2.619 2.918 2.149
C -2.302 3.303 3.441
C -1.485 2.476 4.204
C -0.989 1.303 3.677
C -1.290 0.901 2.364
N -0.704 -0.197 1.746
C -0.537 -1.385 2.370
C -1.218 -1.748 3.565
C -1.138 -3.009 4.111
C -0.377 -4.010 3.518
C 0.295 -3.690 2.349
C 0.253 -2.427 1.769
P 1.137 -2.115 0.200
C 2.912 -2.579 0.422
C 3.254 -4.042 0.675
C 3.537 -1.685 1.483
C 0.486 -3.392 -0.962
C 1.261 -3.338 -2.276
C -0.995 -3.150 -1.215
H -3.002 4.512 -1.835
H -1.532 3.545 -1.709
H -2.225 4.262 -0.268
H -3.381 2.079 -2.046
H -4.876 3.115 0.412
H -5.453 2.047 -0.851
H -5.127 3.735 -1.215
H -4.687 0.545 0.442
H -2.698 -1.743 0.738
H -4.435 -1.816 1.055
H -3.380 -0.789 2.034
H -3.337 -1.033 -1.812
H -4.577 0.192 -2.006
H -4.978 -1.341 -1.232
H -3.236 3.572 1.549
H -2.669 4.241 3.838
H -1.201 2.767 5.209
H -0.296 0.705 4.251
H -1.853 -1.017 4.043
H -1.697 -3.218 5.018
H -0.318 -5.003 3.943
H 0.870 -4.464 1.852
H 3.346 -2.282 -0.543
H 2.980 -4.341 1.689
H 4.333 -4.191 0.578
H 2.763 -4.722 -0.024
H 3.124 -1.905 2.467
H 3.383 -0.627 1.273
H 4.616 -1.849 1.513
H 0.613 -4.385 -0.506
H 1.181 -2.348 -2.726
H 0.844 -4.058 -2.985
H 2.321 -3.564 -2.154
H -1.156 -2.145 -1.613
H -1.583 -3.262 -0.305
H -1.370 -3.864 -1.954
O 4.665 0.390 -1.718
C 3.462 0.660 -1.737
O 2.779 1.102 -0.766
C 2.719 0.439 -3.065
C 3.510 0.304 -4.177
C 2.958 0.104 -5.448
C 1.594 -0.008 -5.626
C 0.786 0.079 -4.510
C 1.271 0.349 -3.178
O 0.488 0.484 -2.206
N -0.644 -0.121 -4.759
O -1.357 -0.533 -3.863
O -1.064 0.128 -5.887
N 3.822 -0.015 -6.606
O 5.030 0.098 -6.448
O 3.308 -0.208 -7.703
H 4.581 0.353 -4.040
H 1.166 -0.176 -6.601
Cl 0.731 3.685 -0.092
C 1.620 3.497 1.469
C 1.706 2.237 1.994
C 2.385 2.185 3.192
Cl 2.556 0.612 3.997
C 2.943 3.284 3.830
Cl 3.802 3.139 5.331
C 2.808 4.539 3.241
Cl 3.482 5.942 4.001
C 2.129 4.658 2.033
Cl 1.941 6.213 1.294
```

Computed properties:
2S+1 = 1
Energy relative to the best compared isomer or geometry (same formula, charge and spin) = 27.00 kJ/mol
M = 916.0 g mol⁻¹
HOMO-LUMO gap = 0.228 Ha
E_HOMO = -2.25 eV
Net charge = -2
Total energy = -157419.3771 eV

---

No. 2
This record from the OMol25 dataset describes a molecular structure, C13H23BrIN5O2Pt. The level of theory is ωB97M-V/def2-TZVPD.

Geometry as XYZ:
```
46
Properties=species:S:1:pos:R:3
Pt 0.946 -0.004 -0.065
N -0.614 -2.877 -0.668
C -1.045 -3.334 0.724
C -1.962 -2.310 1.370
C -1.286 -1.033 1.878
N -0.957 -0.068 0.786
C -0.031 -1.293 2.699
C 0.893 -2.348 2.101
N 1.716 -1.716 1.033
C 0.159 -3.600 1.615
H -1.427 -2.749 -1.274
H -0.015 -3.579 -1.109
H -0.085 -1.978 -0.654
H -1.586 -4.260 0.540
H -2.401 -2.787 2.248
H -2.801 -2.082 0.702
H -2.016 -0.554 2.531
H -0.827 0.845 1.230
H -1.744 0.052 0.153
H -0.326 -1.604 3.702
H 0.529 -0.359 2.815
H 1.562 -2.668 2.901
H 2.283 -2.410 0.551
H 2.377 -1.086 1.494
H -0.202 -4.119 2.504
H 0.850 -4.294 1.123
N 2.839 0.324 -0.740
N 3.726 0.380 0.378
C 3.300 1.002 1.624
O 4.170 1.223 2.422
O 2.020 1.123 1.711
H 3.202 -0.374 -1.383
H 2.804 1.221 -1.229
H 4.703 0.514 0.149
Br 0.397 5.907 -1.357
C -0.779 4.736 -2.240
C -1.678 5.249 -3.165
C -2.550 4.400 -3.830
C -2.514 3.032 -3.600
C -1.626 2.510 -2.674
C -0.780 3.372 -1.995
I 0.496 2.654 -0.481
H -1.689 6.314 -3.357
H -3.261 4.814 -4.532
H -3.180 2.370 -4.138
H -1.592 1.443 -2.492
```

Computed properties:
2S+1 = 1
Energy relative to the best compared isomer or geometry (same formula, charge and spin) = 155.17 kJ/mol
M = 683.2 g mol⁻¹
HOMO-LUMO gap = 0.262 Ha
E_HOMO = -14.36 eV
Net charge = +2
Total energy = -106774.3131 eV

---

No. 3
This record from the OMol25 dataset describes a gas-phase ion, C17H22BFN2O8PS3 (charge +1) in a non-equilibrium geometry. The level of theory is ωB97M-V/def2-TZVPD.

Geometry as XYZ:
```
55
Properties=species:S:1:pos:R:3
O 6.041 -5.516 1.466
S 4.497 -5.413 1.514
O 3.898 -6.106 2.797
F 3.866 -6.352 0.180
C 3.842 -3.646 1.277
C 2.569 -3.197 2.206
C 1.815 -1.706 2.128
O 0.695 -1.510 3.059
C 2.393 -0.630 1.037
C 1.694 0.840 0.847
P 0.186 1.515 1.816
O 0.703 1.727 3.469
O -1.185 0.443 1.674
N 2.283 1.794 -0.214
C 1.679 3.180 -0.509
C 0.472 2.944 -1.593
C -1.043 3.190 -1.014
S -2.109 1.670 -1.273
C -3.889 2.004 -0.774
S -4.188 3.560 -0.068
N -5.065 1.071 -0.961
C -6.152 1.275 0.071
C -7.174 -0.040 0.212
O -7.271 -0.807 -1.040
C -5.953 -1.265 -1.506
C -4.684 -0.389 -0.860
C 3.515 1.444 -1.060
C 4.293 0.004 -0.950
B 5.611 -0.275 -1.922
O 6.681 0.761 -1.906
O 5.804 -1.486 -2.753
C 3.715 -1.090 0.126
C 4.449 -2.552 0.218
H 2.133 -4.000 2.973
H -0.134 -1.807 2.575
H 1.144 2.622 3.618
H -1.832 0.726 2.388
H 2.510 3.838 -1.050
H 1.377 3.769 0.456
H 0.610 3.666 -2.530
H 0.491 1.845 -2.057
H -1.060 3.527 0.115
H -1.520 4.083 -1.626
H -6.853 2.151 -0.335
H -5.762 1.473 1.165
H -6.814 -0.762 1.088
H -8.276 0.288 0.513
H -5.822 -2.424 -1.350
H -5.924 -1.082 -2.684
H -4.472 -0.759 0.249
H -3.745 -0.702 -1.489
H 3.929 2.252 -1.834
H 7.585 0.293 -1.987
H 5.084 -1.541 -3.451
H 5.362 -2.898 -0.444
```

Computed properties:
2S+1 = 1
M = 539.4 g mol⁻¹
HOMO-LUMO gap = 0.171 Ha
E_HOMO = -10.71 eV
Net charge = +1
Total energy = -82510.6178 eV

---

No. 4
This record from the OMol25 dataset describes C6H12O in the gas phase in a non-equilibrium geometry. The level of theory is ωB97M-V/def2-TZVPD.

Geometry as XYZ:
```
19
Properties=species:S:1:pos:R:3
C 1.659 -0.066 -1.186
C 1.212 0.546 0.137
O 0.931 1.947 -0.023
C -0.474 1.713 -0.064
C -0.311 0.205 0.539
C -0.820 -0.867 1.672
C -1.090 -0.827 -0.421
H 2.641 0.311 -1.487
H 1.723 -1.154 -1.087
H 0.955 0.168 -1.992
H 2.023 0.424 0.877
H -0.787 1.627 -1.132
H -1.036 2.552 0.366
H 0.093 -1.288 2.059
H -1.416 -1.803 1.417
H -1.453 -0.337 2.352
H -0.691 -1.857 -0.482
H -0.986 -0.324 -1.339
H -2.173 -0.972 -0.206
```

Computed properties:
2S+1 = 1
SMILES = C[C@H]1OCC1(C)C
Energy relative to the best compared isomer or geometry (same formula, charge and spin) = 401.79 kJ/mol
M = 100.2 g mol⁻¹
HOMO-LUMO gap = 0.373 Ha
E_HOMO = -9.19 eV
Net charge = 0
Total energy = -8460.1897 eV

---

No. 5
This record from the OMol25 dataset describes a molecular structure, C24H25BrCl2N4O2PbS. The level of theory is ωB97M-V/def2-TZVPD.

Geometry as XYZ:
```
60
Properties=species:S:1:pos:R:3
Pb 0.453 -0.206 0.481
C -1.841 0.935 -1.715
C -1.357 2.156 -0.945
N 0.086 2.069 -0.605
C 0.996 2.289 -1.743
C 1.309 1.030 -2.531
C 1.712 1.113 -3.852
C 1.988 -0.060 -4.537
C 1.822 -1.278 -3.898
C 1.411 -1.290 -2.577
C 1.208 -2.612 -1.858
N 0.274 -2.547 -0.722
C -1.152 -2.743 -1.072
C -1.745 -1.527 -1.770
N -1.648 -0.309 -0.936
N 1.198 -0.148 -1.904
H -2.889 1.081 -1.987
H -1.277 0.832 -2.643
H -1.568 3.058 -1.526
H -1.903 2.222 -0.006
H 0.279 2.776 0.097
H 0.588 3.037 -2.429
H 1.935 2.691 -1.356
H 1.807 2.076 -4.338
H 2.301 -0.026 -5.575
H 2.002 -2.209 -4.423
H 0.886 -3.357 -2.591
H 2.179 -2.939 -1.480
H 0.534 -3.274 -0.066
H -1.284 -3.617 -1.715
H -1.695 -2.930 -0.142
H -1.202 -1.337 -2.697
H -2.781 -1.743 -2.041
H -2.344 -0.345 -0.193
Cl 3.519 0.494 0.531
C 4.321 0.407 2.083
C 5.684 0.529 2.064
C 6.394 0.464 3.263
C 5.744 0.259 4.466
C 4.369 0.121 4.491
Cl 3.621 -0.153 6.003
C 3.588 0.206 3.291
S 1.896 0.078 3.355
H 6.204 0.672 1.126
H 7.472 0.573 3.249
H 6.300 0.203 5.393
Br -4.931 1.845 4.167
C -3.299 2.771 4.323
C -3.190 3.850 5.177
C -1.962 4.485 5.280
C -0.874 4.049 4.531
C -1.013 2.970 3.672
C -2.232 2.316 3.563
C -2.405 1.139 2.648
O -3.561 0.574 2.593
O -1.468 0.716 1.948
H -4.039 4.188 5.757
H -1.857 5.326 5.953
H 0.081 4.549 4.622
H -0.176 2.613 3.089
```

Computed properties:
2S+1 = 1
M = 791.6 g mol⁻¹
HOMO-LUMO gap (spin up / spin down) = 0.229 / 0.215 Ha
E_HOMO (spin up / spin down) = -13.66 / -13.61 eV
Net charge = +2
Total energy = -146505.7575 eV

---

No. 6
This record from the OMol25 dataset describes a molecular structure, C5H18BrNSi3 in a non-equilibrium geometry. The level of theory is ωB97M-V/def2-TZVPD.

Geometry as XYZ:
```
28
Properties=species:S:1:pos:R:3
C -2.146 -0.836 -2.141
C -2.041 1.434 2.366
C 2.002 0.745 -1.873
C 2.719 0.841 1.001
C 1.462 -1.697 -0.034
N -0.243 0.852 0.203
Si -2.971 -0.856 -0.391
Si -1.444 0.093 1.157
Si 1.416 0.255 -0.194
Br -0.239 2.740 -0.353
H -2.077 0.156 -2.454
H -1.080 -0.886 -1.774
H -2.511 -1.573 -2.886
H -2.930 1.922 1.885
H -2.333 0.868 3.322
H -1.284 2.172 2.764
H 2.678 1.610 -1.772
H 2.796 -0.006 -2.326
H 1.310 0.803 -2.739
H 3.660 0.452 0.520
H 2.717 1.950 1.040
H 2.626 0.586 2.037
H 1.924 -2.166 0.887
H 0.509 -2.153 -0.195
H 2.246 -2.015 -0.725
H -3.565 -2.308 -0.010
H -4.428 -0.247 -0.592
H -1.164 -0.922 2.164
```

Computed properties:
2S+1 = 1
Energy relative to the best compared isomer or geometry (same formula, charge and spin) = 336.69 kJ/mol
M = 256.4 g mol⁻¹
HOMO-LUMO gap = 0.307 Ha
E_HOMO = -9.04 eV
Net charge = 0
Total energy = -100641.8853 eV